(1)
A molecular structure, C5H14N, computed with ωB97M-V/def2-TZVPD.

The geometry in XYZ format:
```
20
Properties=species:S:1:pos:R:3:nbo_charge:R:1
C 0.5286 2.0312 -0.6286 -0.5272
C 0.0109 0.7177 0.0264 -0.2444
C 0.1000 0.8364 1.5362 -0.4447
C -0.2407 -0.5079 2.2257 -0.4065
C -1.5018 -1.1684 1.6337 -0.6098
N 0.6654 -0.4077 -0.3057 0.0060
H 1.5926 1.9145 -0.3731 0.2492
H 0.3226 1.9945 -1.7470 0.2533
H -0.0064 2.8987 -0.1062 0.2910
H -1.1509 0.6728 -0.1864 0.4430
H -0.6746 1.4960 2.0632 0.2488
H 1.2019 1.2049 1.8670 0.2557
H -0.3038 -0.3357 3.3384 0.2398
H 0.6461 -1.0892 2.0015 0.2111
H -2.3795 -0.4576 1.8048 0.2237
H -1.6765 -2.1681 2.1253 0.2602
H -1.2359 -1.2856 0.5588 0.1684
H 2.0107 -3.0128 -7.2030 0.0040
H 0.7513 -0.7143 -1.2984 0.3822
H 1.3399 -2.6195 -7.3327 -0.0040
```

Calculated values
lowest unoccupied orbital energy: -9.209 eV
net charge: +1
HOMO-LUMO gap: 6.15 eV
HOMO: -15.36 eV


(2)
A gas-phase ion, C5H14N2 (charge -1), computed with ωB97M-V/def2-TZVPD.

The geometry in XYZ format:
```
21
Properties=species:S:1:pos:R:3:lowdin_spin:R:1
C -1.7626 -1.3284 -0.4211 0.0855
C -1.0591 -0.2296 -1.1951 0.0815
C -0.0966 0.6644 -0.3755 0.0662
C 1.1518 -0.0935 0.1029 0.1359
N 1.6306 0.4965 1.3567 0.0089
C 2.7807 1.4142 1.2766 0.2194
N -3.2382 -1.1394 -0.3654 0.0164
H -1.6188 -2.3416 -0.8045 0.0380
H -1.5167 -1.3022 0.6323 0.0082
H -0.3604 -0.6215 -1.9333 0.0432
H -1.7428 0.4606 -1.7331 0.0135
H 0.2087 1.4719 -1.0708 0.0394
H -0.5688 1.1325 0.4603 0.0059
H 0.9262 -1.1718 0.2258 0.0349
H 1.9640 -0.0600 -0.6048 0.0580
H 1.3604 0.0412 2.2190 0.0161
H 2.4628 2.0828 0.4514 0.0343
H 3.0397 1.7300 2.2858 0.0316
H 3.7200 0.9256 0.9853 0.0420
H -3.5630 -0.2265 -0.6389 0.0074
H -3.7180 -1.9050 -0.8535 0.0138
```

Calculated values
lowest unoccupied orbital energy (spin up / spin down): 3.833 / 4.080 eV
net charge: -1
HOMO-LUMO gap (spin up / spin down): 2.30 / 8.57 eV
multiplicity: 2
HOMO (spin up / spin down): 1.54 / -4.49 eV


(3)
A gas-phase ion, C5H14N2 (charge -1), computed with ωB97M-V/def2-TZVPD.

The geometry in XYZ format:
```
21
Properties=species:S:1:pos:R:3:lowdin_spin:R:1
C -0.0933 -2.2258 0.1017 0.0983
N 0.7923 -1.0031 0.0017 0.0080
C 2.1717 -1.4528 -0.4099 0.2349
C 0.4083 0.0640 -0.9463 0.1359
C -0.8725 0.7685 -0.5932 0.0584
N -0.8657 1.3478 0.7316 0.0075
C -1.5458 2.5304 1.1039 0.0642
H -1.1011 -1.9322 0.5393 0.0128
H 0.4444 -2.8202 0.9315 0.0237
H -0.1294 -2.8796 -0.8592 0.0426
H 2.8769 -0.6731 0.0276 0.0540
H 2.3797 -2.5011 -0.0871 0.0394
H 2.2260 -1.5083 -1.4358 0.0570
H 1.1875 0.7334 -0.9285 0.0486
H 0.3495 -0.3447 -1.8889 0.0447
H -1.8678 0.1164 -0.7087 0.0105
H -1.0075 1.5884 -1.3199 0.0244
H -0.0021 1.2127 1.1520 0.0109
H -2.2926 2.2719 1.9317 0.0047
H -0.8796 3.0903 1.7006 0.0115
H -2.0801 3.1269 0.2756 0.0079
```

Calculated values
lowest unoccupied orbital energy (spin up / spin down): 3.843 / 3.796 eV
net charge: -1
HOMO-LUMO gap (spin up / spin down): 2.39 / 8.51 eV
multiplicity: 2
HOMO (spin up / spin down): 1.45 / -4.72 eV


(4)
A single C5H14N2 molecule, computed with ωB97M-V/def2-TZVPD.

The geometry in XYZ format:
```
21
Properties=species:S:1:pos:R:3:nbo_charge:R:1
C -2.5849 1.5577 -0.8388 -0.6187
C -1.3844 0.7502 -1.2684 -0.2162
N -0.4562 0.5480 -0.1826 -0.6463
C 0.9442 0.4735 -0.6132 -0.2204
C 1.9076 -0.1309 0.4245 -0.4238
C 1.5397 -1.4552 1.1766 -0.2130
N 0.1760 -1.9120 1.2786 -0.8648
H -3.2427 1.7038 -1.6732 0.2193
H -3.0921 1.1640 0.0450 0.2094
H -2.3015 2.5732 -0.5279 0.1970
H -1.6691 -0.1761 -1.7880 0.1818
H -0.9665 1.1900 -2.1955 0.1627
H -0.6355 1.2852 0.4836 0.3609
H 1.0601 -0.0498 -1.5601 0.1988
H 1.2782 1.5164 -0.7155 0.1782
H 2.7804 -0.4734 -0.1365 0.2140
H 2.2019 0.5727 1.2018 0.1978
H 2.1729 -2.2582 0.7744 0.1601
H 2.0310 -1.4042 2.1529 0.1799
H -0.2417 -1.8927 2.1955 0.3565
H -0.3851 -1.3231 0.6746 0.3869
```

Calculated values
lowest unoccupied orbital energy: 1.034 eV
HOMO-LUMO gap: 9.25 eV
HOMO: -8.21 eV
structure (SMILES): CCNCCCN


(5)
A single C5H14N2 molecule, computed with ωB97M-V/def2-TZVPD.

The geometry in XYZ format:
```
21
Properties=species:S:1:pos:R:3:nbo_charge:R:1
C 1.6628 -1.3132 0.9882 -0.6405
C 1.0478 -0.8492 -0.2887 -0.0154
C 2.1818 -0.1635 -1.2089 -0.6189
N 0.1213 0.3341 -0.1097 -0.6395
C -1.1490 -0.1249 0.5505 -0.2429
C -2.3483 0.4868 -0.1090 -0.2101
N -2.4964 1.9860 0.1844 -0.8702
H 2.2768 -2.1155 0.7391 0.2136
H 2.3725 -0.5575 1.2572 0.2026
H 1.0165 -1.5106 1.7692 0.2083
H 0.4109 -1.6594 -0.9456 0.1941
H 1.6531 0.1829 -2.0928 0.2204
H 2.7795 0.5845 -0.7824 0.2008
H 2.8973 -0.8435 -1.5764 0.1987
H 0.5711 0.9891 0.4266 0.3445
H -1.1770 -1.0884 0.7089 0.1905
H -1.1632 0.3184 1.6464 0.1804
H -3.3349 -0.0088 0.3631 0.1791
H -2.6183 0.4426 -1.2877 0.1861
H -1.6355 2.5806 0.3054 0.3652
H -3.0688 2.3296 -0.5379 0.3532
```

Calculated values
lowest unoccupied orbital energy: 1.100 eV
HOMO-LUMO gap: 9.81 eV
HOMO: -8.71 eV
structure (SMILES): CC(C)NCCN


(6)
3 unconnected molecules or ions with the total composition C5H14N2, computed with ωB97M-V/def2-TZVPD.

The geometry in XYZ format:
```
21
Properties=species:S:1:pos:R:3:nbo_charge:R:1
H -0.9792 -1.0057 2.6322 0.3276
N -0.7886 -0.2235 1.9997 -0.6646
C -1.0001 -0.4942 0.7819 0.1071
C -1.7424 -1.6880 0.2450 -0.6952
H -1.0422 0.5104 -0.0598 0.2205
H -2.7106 -1.3795 -0.1540 0.2323
H -1.8891 -2.4521 1.0114 0.2107
H -1.1824 -2.1208 -0.5866 0.2237
C 0.3900 1.3943 -1.6655 -0.3037
C -0.8537 1.6219 -1.1374 -0.5447
H 1.2577 1.8999 -1.2764 0.2149
H 0.5163 0.7772 -2.5433 0.1889
H -1.7275 1.4325 -1.7522 0.2154
H -0.9906 2.4787 -0.4882 0.2247
C 1.7224 -0.3924 -0.0774 -0.4038
N 2.0539 0.6328 0.8858 -0.8669
H 1.7995 -1.4248 0.2987 0.1592
H 2.3621 -0.3014 -0.9550 0.1948
H 0.4833 -0.3942 -0.0828 0.2234
H 2.9662 0.4749 1.3003 0.3541
H 1.3551 0.6539 1.6236 0.3817
```

Calculated values
lowest unoccupied orbital energy: 0.959 eV
HOMO-LUMO gap: 9.43 eV
HOMO: -8.47 eV
structure (SMILES): [H]/N=C\C.C=C.CN


(7)
A single C5H14N2 molecule, computed with ωB97M-V/def2-TZVPD.

The geometry in XYZ format:
```
21
Properties=species:S:1:pos:R:3:nbo_charge:R:1
C 2.7380 -0.4328 0.6027 -0.6038
C 1.5465 0.4475 0.4329 -0.4006
C 0.2473 -0.2789 0.0585 -0.0293
C 0.1870 -0.4400 -1.5408 -0.6290
N -0.8098 0.6516 0.4550 -0.6399
C -2.0809 0.0768 -0.1086 -0.0527
N -3.1928 0.4153 0.7661 -0.8274
H 3.5542 0.2176 1.0214 0.2043
H 2.7550 -1.3910 1.2284 0.2078
H 3.0628 -0.5990 -0.3745 0.1952
H 1.2729 0.7538 1.4080 0.1860
H 1.9043 1.1690 -0.2267 0.2112
H 0.2034 -1.3164 0.4617 0.1730
H -0.0771 0.4884 -2.0570 0.2081
H 1.1195 -0.7199 -1.9156 0.2072
H -0.6600 -1.1602 -1.8197 0.2057
H -0.7816 0.8195 1.4382 0.3572
H -1.9506 0.4125 -1.1935 0.1726
H -2.1821 -1.0427 -0.1657 0.1487
H -3.9423 0.6786 0.2161 0.3558
H -2.9139 1.2504 1.3133 0.3499
```

Calculated values
lowest unoccupied orbital energy: 1.128 eV
HOMO-LUMO gap: 10.02 eV
HOMO: -8.89 eV
structure (SMILES): CC[C@H](C)NCN


(8)
A single C5H14N2 molecule, computed with ωB97M-V/def2-TZVPD.

The geometry in XYZ format:
```
21
Properties=species:S:1:pos:R:3:nbo_charge:R:1
C -0.9003 -0.5105 1.7922 -0.6100
C -1.3132 0.0062 0.4100 -0.0383
C -2.4776 -0.8116 -0.1433 -0.6107
N -0.2226 -0.0461 -0.5304 -0.6598
C 0.7727 0.9933 -0.5025 -0.2239
C 2.0321 0.6025 -1.2732 -0.2184
N 3.0852 -0.0297 -0.4855 -0.8271
H -1.7365 -0.3957 2.4768 0.2040
H -0.5317 -1.5323 1.7172 0.2089
H -0.0811 0.1029 2.1715 0.2018
H -1.6352 1.0491 0.4969 0.1616
H -3.0522 -0.2704 -0.8960 0.2101
H -2.1006 -1.7396 -0.5707 0.2037
H -3.1827 -1.0270 0.6527 0.2111
H -0.4094 -0.4915 -1.4108 0.3729
H 0.3836 1.9562 -0.8511 0.1578
H 1.0561 1.1432 0.5415 0.1812
H 2.4398 1.5066 -1.7334 0.1866
H 1.7854 -0.1096 -2.0569 0.1877
H 3.3139 0.5340 0.3279 0.3459
H 2.7742 -0.9301 -0.1328 0.3550
```

Calculated values
lowest unoccupied orbital energy: 1.143 eV
HOMO-LUMO gap: 9.48 eV
HOMO: -8.33 eV
structure (SMILES): CC(C)NCCN


(9)
A single C5H14N2 molecule, computed with ωB97M-V/def2-TZVPD.

The geometry in XYZ format:
```
21
Properties=species:S:1:pos:R:3:nbo_charge:R:1
C 0.1216 -2.2372 -2.0755 -0.6269
C 0.2915 -1.7472 -0.6545 -0.2168
N -0.4504 -0.4931 -0.4396 -0.6241
C -0.4697 -0.2272 1.0260 -0.2310
C -0.8884 1.1793 1.4016 -0.4147
C -0.0041 2.2509 0.7052 -0.2122
N 1.3859 1.8067 0.5159 -0.8726
H 0.2550 -1.3380 -2.6751 0.2162
H 0.6914 -3.0975 -2.4016 0.2209
H -0.9457 -2.3811 -2.2904 0.1959
H 0.0116 -2.5083 0.0972 0.1556
H 1.3310 -1.5840 -0.3678 0.1859
H -1.3983 -0.7496 -0.7143 0.3392
H -1.2136 -0.9286 1.4258 0.1729
H 0.5511 -0.3659 1.3687 0.2130
H -1.9175 1.3203 1.0502 0.1976
H -0.8170 1.3874 2.4685 0.2100
H -0.3370 2.7057 -0.2305 0.1824
H 0.0902 3.0707 1.4233 0.1824
H 1.6389 1.4379 -0.3881 0.3673
H 2.0734 2.4989 0.7548 0.3591
```

Calculated values
lowest unoccupied orbital energy: 1.154 eV
HOMO-LUMO gap: 9.96 eV
HOMO: -8.80 eV
structure (SMILES): CCNCCCN


(10)
A single C5H14N2 molecule, computed with ωB97M-V/def2-TZVPD.

The geometry in XYZ format:
```
21
Properties=species:S:1:pos:R:3:nbo_charge:R:1
C 0.0395 -1.7246 1.6179 -0.6138
C -0.5741 -0.6540 0.7384 -0.4433
C 0.2072 -0.2344 -0.5178 -0.0348
C -0.6867 0.5963 -1.4501 -0.2224
N -1.8505 -0.1137 -1.8877 -0.8584
N 1.4438 0.5135 -0.2535 -0.6412
C 1.3901 1.6068 0.6851 -0.4190
H 1.1101 -1.8314 1.4119 0.1942
H 0.0086 -1.4731 2.6696 0.2112
H -0.3432 -2.7335 1.4494 0.2098
H -0.6678 0.2780 1.3179 0.1911
H -1.6050 -0.8208 0.4199 0.2335
H 0.5396 -1.1199 -1.0745 0.1826
H -0.0449 0.9316 -2.2752 0.1783
H -0.9706 1.4931 -0.8938 0.1825
H -2.6660 0.4316 -2.1125 0.3690
H -1.6764 -0.7818 -2.6230 0.3606
H 2.1811 -0.1515 -0.0698 0.3620
H 0.4471 2.1586 0.6007 0.1934
H 1.5110 1.3343 1.7459 0.1668
H 2.2073 2.2951 0.5011 0.1981
```

Calculated values
lowest unoccupied orbital energy: 1.184 eV
HOMO-LUMO gap: 9.62 eV
HOMO: -8.43 eV
structure (SMILES): CC[C@@H](CN)NC


(11)
A single C5H14N2 molecule, computed with ωB97M-V/def2-TZVPD.

The geometry in XYZ format:
```
21
Properties=species:S:1:pos:R:3:nbo_charge:R:1
C 0.8281 2.1969 1.8021 -0.4156
N 0.2679 0.8392 1.5129 -0.6426
C 0.0049 0.4638 0.0944 -0.0532
C -1.1924 1.3554 -0.4145 -0.6483
C -0.3370 -1.0946 0.1213 -0.4069
C -0.4181 -1.9188 -1.1797 -0.2540
N 0.9243 -1.9048 -1.9046 -0.8483
H 0.7369 2.8345 0.9646 0.1791
H 1.9332 2.0359 1.9233 0.1933
H 0.2117 2.4724 2.6914 0.2021
H -0.5948 0.7196 2.1016 0.3467
H 0.8723 0.6667 -0.5411 0.2101
H -1.2317 2.4411 -0.3281 0.2200
H -1.5276 1.1237 -1.4668 0.2072
H -2.0255 1.1546 0.3943 0.1894
H -1.2676 -1.2819 0.7582 0.2037
H 0.4977 -1.5620 0.7463 0.2120
H -0.8804 -1.1663 -1.7805 0.2099
H -0.7205 -3.0046 -0.9294 0.1983
H 1.6431 -2.6369 -1.4756 0.3458
H 0.6947 -2.3535 -2.8583 0.3514
```

Calculated values
lowest unoccupied orbital energy: 1.082 eV
HOMO-LUMO gap: 9.48 eV
HOMO: -8.40 eV
structure (SMILES): CN[C@H](C)CCN


(12)
A gas-phase ion, C5H14N2 (charge +1), computed with ωB97M-V/def2-TZVPD.

The geometry in XYZ format:
```
21
Properties=species:S:1:pos:R:3:lowdin_spin:R:1
C -0.5183 0.9128 0.6431 0.0720
C 0.9412 0.5792 0.2820 0.0339
C 1.8199 1.7528 0.6628 0.0062
C 1.0587 0.1827 -1.2155 0.0041
N -1.4696 -0.1085 0.3302 0.5122
C -1.2286 -1.4780 0.3226 0.0987
N -1.5867 -2.2691 -0.8627 0.1222
H -0.7586 1.8250 0.1060 0.0038
H -0.4972 1.1748 1.7037 0.0309
H 1.3013 -0.3141 0.7917 0.0007
H 1.8720 1.8522 1.7506 0.0007
H 1.4134 2.7000 0.2986 0.0011
H 2.8205 1.7077 0.2353 0.0022
H 2.0610 0.3732 -1.5759 0.0002
H 0.9333 -0.8979 -1.3013 0.0007
H 0.2704 0.6243 -1.8149 0.0005
H -2.1708 0.1394 -0.3671 0.0102
H -0.2035 -1.7118 0.6053 0.0184
H -1.8456 -1.9014 1.1489 0.0768
H -1.7508 -3.1925 -0.4722 -0.0003
H -2.4622 -1.9509 -1.2712 0.0049
```

Calculated values
lowest unoccupied orbital energy (spin up / spin down): -3.073 / -7.784 eV
net charge: +1
HOMO-LUMO gap (spin up / spin down): 11.83 / 6.91 eV
multiplicity: 2
HOMO (spin up / spin down): -14.90 / -14.69 eV


What energy values result from the calculations? In sequence: -253.1568 -308.3054 -308.2758 -308.3689 -308.3217 -308.2587 -308.3451 -308.3990 -308.3818 -308.3921 -308.3309 -308.0878 Eh.
What energy above the lowest of the compared OMol25 structures with the same formula, charge and spin values result from the calculations? In sequence: 686.4 151.2 229.1 142.3 266.1 431.6 204.6 63.1 108.3 81.3 242.0 88.1 kJ/mol.